No. 1
# C5H7FOS

A single C5H7FOS molecule in a non-equilibrium geometry (the ωB97M-V functional and the def2-TZVPD basis, the Open Molecules 2025 dataset).

The geometry in XYZ format:
```
15
C5H7FOS (the ωB97M-V functional and the def2-TZVPD basis)
C -2.24 0.34 -0.41
C -1.73 -0.61 0.63
C -0.53 -1.22 0.57
C 1.60 0.36 -0.66
C 2.75 0.31 0.39
H -3.31 0.37 -0.40
H -2.01 0.02 -1.42
H -2.34 -0.75 1.52
H -0.14 -1.70 1.50
H 0.97 1.25 -0.52
H 1.99 0.39 -1.70
H 2.33 0.09 1.38
O 3.87 0.61 0.16
F -1.78 1.66 -0.18
S 0.58 -1.10 -0.88
```

Computed properties:
- Total charge: 0
- Kohn-Sham gap: 9.5777 eV
- E: -767.947504 Eh
- HOMO level: -0.336 Ha
- Energy relative to the best compared isomer or geometry (same formula, charge and spin): 26.8 kcal/mol

Results of the Mulliken charge analysis, in e, for atoms 1 through 8: atom 1 (C): -0.502, atom 2 (C): -0.109, atom 3 (C): -0.415, atom 4 (C): -0.400, atom 5 (C): 0.050, atom 6 (H): 0.329, atom 7 (H): 0.298, atom 8 (H): 0.346

***

No. 2
# C3Br3ClO

A molecular structure, C3Br3ClO in a non-equilibrium geometry (the ωB97M-V functional and the def2-TZVPD basis, the Open Molecules 2025 dataset).

The geometry in XYZ format:
```
8
C3Br3ClO (the ωB97M-V functional and the def2-TZVPD basis)
C -0.22 0.01 -0.38
C -1.27 -0.63 0.16
C 1.48 0.67 0.51
O 1.69 0.57 1.66
Cl -2.66 -1.14 -0.84
Br -0.17 0.31 -2.24
Br -1.40 -1.18 1.94
Br 2.55 1.38 -0.81
```

Computed properties:
- Total charge: 0
- Kohn-Sham gap: 9.2314 eV
- E: -8371.698977 Eh
- HOMO level: -0.349 Ha
- Energy relative to the best compared isomer or geometry (same formula, charge and spin): 22.1 kcal/mol

For reference, the Mulliken charges in units of e are: atom 1 (C): -0.137, atom 2 (C): 0.249, atom 3 (C): 0.565, atom 4 (O): -0.317, atom 5 (Cl): -0.173, atom 6 (Br): -0.067, atom 7 (Br): -0.078, atom 8 (Br): -0.043

***

No. 3
# C8H11CaNO2

A molecular structure, C8H11CaNO2 in a non-equilibrium geometry (the ωB97M-V functional and the def2-TZVPD basis, the Open Molecules 2025 dataset).

The geometry in XYZ format:
```
23
C8H11CaNO2 (the ωB97M-V functional and the def2-TZVPD basis)
C -1.76 -1.27 -1.11
C -2.29 -0.04 -0.62
C -2.41 -0.15 0.80
C -1.97 -1.45 1.18
C -1.58 -2.15 0.00
Ca 0.47 -0.05 0.34
N 1.11 -1.05 -1.50
C 1.45 0.83 -1.34
C 0.31 1.70 -1.26
H -2.83 0.61 1.46
H -2.58 0.81 -1.23
H -1.99 -1.86 2.19
H -1.25 -3.19 -0.06
H -1.57 -1.51 -2.15
H -0.41 1.63 -2.07
H 2.23 0.95 -0.55
H 1.86 -1.36 -2.14
H 0.46 2.68 -0.80
H 1.93 1.05 -2.30
O 2.59 0.33 3.88
C 2.71 0.95 2.81
O 1.98 0.88 1.75
H 3.54 1.67 2.72
```

Computed properties:
- Total charge: -2
- Kohn-Sham gap: 4.8020 eV
- E: -1194.161752 Eh
- HOMO level: 0.049 Ha
- Energy relative to the best compared isomer or geometry (same formula, charge and spin): 0.0 kcal/mol

Results of the Mulliken charge analysis, in e, for atoms 1 through 8: atom 1 (C): -0.305, atom 2 (C): -0.304, atom 3 (C): -0.780, atom 4 (C): -0.659, atom 5 (C): -0.351, atom 6 (Ca): 0.962, atom 7 (N): -0.609, atom 8 (C): -0.406

***

No. 4
# C20H42NP3RhSe

A molecular structure, C20H42NP3RhSe in a non-equilibrium geometry (the ωB97M-V functional and the def2-TZVPD basis, the Open Molecules 2025 dataset).

The geometry in XYZ format:
```
68
C20H42NP3RhSe (the ωB97M-V functional and the def2-TZVPD basis)
Rh -0.31 -0.30 0.08
P -1.56 -2.17 0.46
P 1.15 -0.60 1.80
P 1.12 -1.15 -1.35
H -2.63 1.87 -2.67
C -2.85 0.80 -2.62
C -2.24 -0.02 -1.76
H -1.56 0.49 -1.03
C -2.87 -1.66 1.60
C -0.61 -3.43 1.42
C -2.36 -3.23 -0.77
C 2.00 1.01 1.81
C 0.48 -0.73 3.49
C 2.51 -1.84 1.90
C 0.32 -1.03 -2.96
C 1.68 -2.87 -1.25
C 2.62 -0.14 -1.41
H -3.57 0.41 -3.36
H -2.43 -1.09 -1.84
H -3.37 -0.76 1.20
H -2.43 -1.45 2.59
H -3.57 -2.49 1.67
H -0.30 -3.00 2.38
H 0.26 -3.76 0.84
H -1.29 -4.27 1.58
H -2.80 -2.68 -1.61
H -3.19 -3.73 -0.24
H -1.63 -3.97 -1.11
H 2.67 1.05 2.67
H 1.26 1.81 1.85
H 2.58 1.14 0.89
H 1.32 -0.67 4.19
H -0.05 -1.68 3.68
H -0.22 0.09 3.69
H 3.08 -1.66 2.82
H 3.21 -1.80 1.06
H 2.10 -2.86 1.96
H 1.00 -1.35 -3.76
H 0.04 0.02 -3.14
H -0.58 -1.64 -2.99
H 2.16 -3.14 -2.20
H 0.84 -3.56 -1.09
H 2.42 -3.01 -0.44
H 3.16 -0.34 -2.35
H 3.30 -0.37 -0.58
H 2.37 0.92 -1.39
C 1.39 3.61 -1.72
C 0.23 3.04 -2.25
C 0.28 2.40 -3.48
C 1.50 2.28 -4.15
C 2.66 2.91 -3.66
C 2.56 3.67 -2.49
Se 1.48 4.44 -0.01
H 0.06 4.77 -0.17
H -0.70 3.16 -1.69
H -0.60 1.99 -3.97
H 1.53 1.74 -5.10
H 3.62 2.85 -4.18
H 3.36 4.31 -2.15
C -2.34 1.62 4.40
C -2.03 2.53 3.19
C -1.52 1.82 2.06
N -1.17 1.12 1.20
H -2.94 0.74 4.11
H -2.92 2.19 5.13
H -1.41 1.29 4.89
H -2.94 3.04 2.86
H -1.34 3.33 3.45
```

Computed properties:
- Total charge: +3
- Multiplicity: 5
- Kohn-Sham gap (spin up / spin down): 6.5391 / 5.7361 eV
- E: -4376.941723 Eh
- HOMO level (spin up / spin down): -0.547 / -0.672 Ha
- Energy relative to the best compared isomer or geometry (same formula, charge and spin): 13.1 kcal/mol
- <S²>: 6.027

Results of the Mulliken charge analysis, in e, for atoms 1 through 8: atom 1 (Rh): -0.304, atom 2 (P): 1.086, atom 3 (P): 0.812, atom 4 (P): 1.227, atom 5 (H): 0.299, atom 6 (C): -1.005, atom 7 (C): 0.623, atom 8 (H): 0.398

***

No. 5
# C2H13NO4

4 unconnected molecules or ions with the total composition C2H13NO4 in a non-equilibrium geometry (the ωB97M-V functional and the def2-TZVPD basis, the Open Molecules 2025 dataset).

The geometry in XYZ format:
```
20
C2H13NO4 (the ωB97M-V functional and the def2-TZVPD basis)
C -1.67 1.54 0.46
O -1.61 1.23 -0.92
C -1.38 0.40 1.39
N 0.05 -0.12 1.38
H -1.00 2.38 0.58
H -2.74 1.83 0.52
H -0.71 1.03 -1.19
H -1.59 0.64 2.43
H -2.01 -0.44 1.08
H 0.02 -1.13 1.35
H 0.42 0.22 2.26
H 2.45 -1.17 -2.54
H 2.11 -0.53 -1.08
O 2.42 -1.31 -1.60
H 1.91 1.82 -0.76
H 0.93 0.86 -0.11
O 1.34 1.06 -0.99
H -0.26 -3.26 -0.79
H 1.00 -2.44 -1.05
O 0.30 -2.59 -0.39
```

Computed properties:
- Total charge: 0
- Kohn-Sham gap: 10.4806 eV
- E: -439.701894 Eh
- HOMO level: -0.360 Ha
- Energy relative to the best compared isomer or geometry (same formula, charge and spin): 13.1 kcal/mol

Results of the Mulliken charge analysis, in e, for atoms 1 through 8: atom 1 (C): -0.593, atom 2 (O): -0.551, atom 3 (C): -0.313, atom 4 (N): -0.566, atom 5 (H): 0.303, atom 6 (H): 0.301, atom 7 (H): 0.385, atom 8 (H): 0.341

***

No. 6
# CH6N

A molecular structure, CH6N in a non-equilibrium geometry (the ωB97M-V functional and the def2-TZVPD basis, the Open Molecules 2025 dataset).

The geometry in XYZ format:
```
8
CH6N (the ωB97M-V functional and the def2-TZVPD basis)
C 0.30 -0.66 0.05
N -0.31 0.76 -0.12
H -0.21 -1.34 -0.57
H 1.34 -0.72 -0.22
H 0.05 -1.02 1.42
H -0.32 0.73 -1.23
H 0.32 1.41 0.25
H -1.17 0.85 0.41
```

Computed properties:
- Total charge: +1
- Kohn-Sham gap: 13.6183 eV
- E: -96.123668 Eh
- HOMO level: -0.664 Ha
- Energy relative to the best compared isomer or geometry (same formula, charge and spin): 40.7 kcal/mol

For reference, the Mulliken charges in units of e are: atom 1 (C): -0.792, atom 2 (N): -0.327, atom 3 (H): 0.345, atom 4 (H): 0.349, atom 5 (H): 0.323, atom 6 (H): 0.418, atom 7 (H): 0.329, atom 8 (H): 0.355